DFT (ωB97M-V/def2-TZVPD) results for 7 unconnected molecules or ions with the total composition C21H42O21 at a distorted geometry.

```
84
Properties=species:S:1:pos:R:3
C -1.2105 3.7825 3.3853
O -0.5669 5.0324 3.3544
C -0.8866 5.7807 2.2912
O -1.8417 5.6312 1.5853
O 0.0482 6.7267 2.1562
C -0.2394 7.7283 1.2023
H -0.8296 3.2296 4.2395
H -1.0994 3.1856 2.4771
H -2.3001 3.8379 3.4929
H 0.6762 8.2858 1.0141
H -0.9701 8.4540 1.5672
H -0.5979 7.3159 0.2609
C 2.2234 -4.3635 -1.1198
O 3.5231 -3.9261 -1.5275
C 4.2356 -3.2872 -0.6078
O 3.8734 -2.9915 0.5056
O 5.4213 -3.0109 -1.1285
C 6.3639 -2.3734 -0.2929
H 1.8057 -5.0693 -1.8253
H 1.5815 -3.5048 -0.9453
H 2.3263 -4.8736 -0.1577
H 6.8921 -3.0829 0.3455
H 5.8645 -1.6453 0.3520
H 7.0975 -1.8306 -0.8807
C -6.7044 5.1459 0.5474
O -5.7964 4.7026 -0.4359
C -5.0443 3.6452 -0.1478
O -5.1083 2.9725 0.8474
O -4.2043 3.4498 -1.1564
C -3.1859 2.4808 -0.9386
H -7.7367 4.8605 0.3392
H -6.6419 6.2295 0.5949
H -6.4590 4.7161 1.5196
H -2.6325 2.6898 -0.0242
H -2.5443 2.4972 -1.8135
H -3.5985 1.4708 -0.8722
C 6.0724 3.6049 1.6353
O 4.8740 2.9565 1.9876
C 4.5240 1.9407 1.1911
O 5.1428 1.5741 0.2222
O 3.3797 1.4372 1.6550
C 2.9074 0.2452 1.0373
H 6.0422 4.0006 0.6182
H 6.9449 2.9569 1.7221
H 6.2030 4.4516 2.3050
H 2.8915 -0.5330 1.7985
H 3.5587 -0.0748 0.2268
H 1.9027 0.3919 0.6511
C -0.5355 -0.7974 -5.9981
O -1.3865 0.0673 -5.2616
C -1.1858 0.2942 -3.9683
O -1.8670 1.0560 -3.3436
O -0.1658 -0.4028 -3.4616
C 0.1266 -0.1535 -2.0920
H -0.4634 -0.3975 -7.0083
H -0.9276 -1.8118 -6.0831
H 0.4630 -0.8430 -5.5704
H -0.6547 -0.5191 -1.4234
H 0.2244 0.9125 -1.8979
H 1.0207 -0.7184 -1.8399
C -1.8982 -6.0315 1.5643
O -1.0934 -5.9981 0.4054
C -1.3679 -6.9006 -0.5330
O -2.2046 -7.7557 -0.4893
O -0.5418 -6.6538 -1.5616
C -0.4656 -7.6521 -2.5636
H -2.7756 -5.3921 1.4941
H -1.2782 -5.7289 2.4084
H -2.2393 -7.0338 1.8313
H 0.5280 -8.1138 -2.5339
H -0.5943 -7.2191 -3.5519
H -1.1712 -8.4655 -2.4162
C -2.6665 0.7554 2.6475
O -2.4006 -0.6580 2.5099
C -1.3994 -0.9018 1.6688
O -0.8097 -0.0492 1.0543
O -1.1254 -2.2047 1.6859
C -0.0106 -2.5921 0.9004
H -2.9172 1.2042 1.6903
H -1.7718 1.1633 3.1076
H -3.5435 0.8482 3.2797
H -0.0301 -2.2878 -0.1457
H 0.0291 -3.6763 0.9433
H 0.9216 -2.1861 1.2981
```

SMILES	COC(=O)OC.COC(=O)OC.COC(=O)OC.COC(=O)OC.COC(=O)OC.COC(=O)OC.COC(=O)OC
E_HOMO	-10.54	eV
LUMO energy	0.3611	eV
energy above the lowest of the compared OMol25 structures with the same formula, charge and spin	13.67	kcal per mole
electronic energy	-2405.4359	Eh
HOMO-LUMO gap	10.91	eV

DFT (ωB97M-V/def2-TZVPD) results for 7 unconnected molecules or ions with the total composition C21H42O21 at a distorted geometry.

```
84
Properties=species:S:1:pos:R:3
C -4.8631 0.0068 -6.8047
O -3.6167 0.6933 -6.7701
C -2.6860 0.2073 -6.0035
O -2.7105 -0.8682 -5.3886
O -1.7008 1.0877 -6.0762
C -0.5642 1.1540 -5.2406
H -5.4670 0.1843 -5.9148
H -4.8271 -1.0693 -6.9747
H -5.4567 0.4047 -7.6277
H 0.3104 0.6638 -5.6681
H -0.6998 0.5576 -4.3383
H -0.2079 2.1836 -5.2067
C 5.1640 0.5952 -3.4197
O 5.2858 1.8596 -2.8015
C 4.6283 2.8794 -3.1936
O 4.0024 2.9741 -4.2176
O 4.7284 3.9186 -2.2460
C 4.2566 5.2175 -2.5347
H 5.2976 -0.1877 -2.6733
H 5.9929 0.4550 -4.1135
H 4.2241 0.3746 -3.9257
H 4.6939 5.9395 -1.8451
H 3.1722 5.3087 -2.4727
H 4.6956 5.5054 -3.4899
C -7.0906 0.7009 1.2344
O -6.3193 1.0179 0.0629
C -5.2154 1.7407 0.1186
O -4.8201 2.3774 1.0610
O -4.7159 1.8321 -1.0797
C -3.5425 2.5728 -1.3836
H -8.0935 0.3292 1.0246
H -7.0235 1.5871 1.8655
H -6.5754 -0.0832 1.7893
H -2.7848 1.8481 -1.6818
H -3.1940 3.1686 -0.5399
H -3.7463 3.1712 -2.2715
C 5.2775 6.9329 2.7929
O 4.0260 6.8961 2.0611
C 3.1729 5.9446 2.3506
O 3.4234 4.9171 2.9021
O 2.0221 6.3066 1.8555
C 0.8642 5.4428 1.7686
H 5.3173 6.9064 3.8818
H 5.7275 7.8584 2.4338
H 5.8805 6.0748 2.4958
H -0.1470 5.8246 1.9095
H 0.9440 4.7217 2.5821
H 0.8139 4.9304 0.8078
C -0.2011 -8.9504 3.1009
O -1.4049 -8.2235 2.8221
C -1.5675 -7.4960 1.6750
O -0.7338 -7.6065 0.7283
O -2.7241 -6.7906 1.7411
C -3.1399 -5.7896 0.7560
H 0.6750 -8.5842 2.5656
H -0.3204 -10.0170 2.9109
H -0.0193 -8.8991 4.1744
H -4.1417 -5.4275 0.9870
H -3.0878 -5.9493 -0.3210
H -2.4859 -4.9262 0.8781
C 1.2926 -3.8707 3.3972
O 1.0598 -3.4647 4.7346
C -0.1451 -2.8533 4.9850
O -1.0077 -2.5283 4.1949
O -0.1709 -2.6977 6.3551
C -1.3975 -2.4112 7.0008
H 1.6196 -4.9084 3.3324
H 2.1530 -3.4683 2.8623
H 0.4633 -3.6950 2.7121
H -2.1096 -2.5378 6.1853
H -1.3707 -1.3795 7.3514
H -1.5389 -2.9592 7.9323
C -0.1129 -1.5461 -1.2770
O 1.2730 -1.4824 -1.0299
C 1.8055 -0.4544 -0.2763
O 1.2922 0.6163 -0.0512
O 3.0819 -0.8252 0.1208
C 3.9514 0.0327 0.8797
H -0.4886 -2.0723 -0.3995
H -0.4756 -2.1899 -2.0783
H -0.5505 -0.5603 -1.4348
H 5.0158 -0.0836 0.6756
H 3.8623 -0.1713 1.9467
H 3.7963 1.1059 0.7685
```

SMILES	COC(=O)OC.COC(=O)OC.COC(=O)OC.COC(=O)OC.COC(=O)OC.COC(=O)OC.COC(=O)OC
E_HOMO	-10.61	eV
LUMO energy	0.3286	eV
energy above the lowest of the compared OMol25 structures with the same formula, charge and spin	101.62	kcal per mole
electronic energy	-2405.2958	Eh
HOMO-LUMO gap	10.94	eV

DFT (ωB97M-V/def2-TZVPD) results for 7 unconnected molecules or ions with the total composition C21H42O21 at a distorted geometry.

```
84
Properties=species:S:1:pos:R:3
C 5.2153 -5.5265 -0.5606
O 4.9313 -4.5365 0.3444
C 3.9753 -3.6385 -0.1316
O 3.4403 -3.6575 -1.2446
O 3.6603 -2.4965 0.7034
C 2.4463 -1.7655 0.4704
H 4.3273 -6.0475 -1.0036
H 5.6053 -6.1255 0.0244
H 5.7623 -5.1835 -1.3686
H 2.5333 -1.0515 -0.4266
H 2.0303 -1.1825 1.2094
H 1.6203 -2.4525 0.0994
C 0.0433 1.4585 -0.9526
O -0.4717 0.3705 -1.4916
C -0.7377 0.1375 -2.8136
O -0.4147 0.8775 -3.6746
O -1.5067 -0.9315 -3.1116
C -1.8097 -1.3085 -4.4446
H -0.1837 2.3945 -1.5456
H 1.0563 1.2065 -0.8256
H -0.2287 1.5355 0.1314
H -2.6787 -2.0425 -4.2486
H -0.9957 -1.7275 -4.8806
H -2.0317 -0.3885 -4.9376
C 4.9153 2.0465 6.4664
O 3.6763 1.9065 5.9504
C 3.3383 1.9715 4.5414
O 4.3203 2.2325 3.7694
O 2.1473 1.7145 4.2434
C 1.7333 1.9205 2.8504
H 5.5743 2.4785 5.9434
H 5.3293 1.2835 6.8604
H 4.8643 2.7415 7.2564
H 2.2293 1.4855 2.1134
H 1.7213 2.8655 2.7214
H 0.6453 1.7865 2.7024
C 1.3093 5.1925 -3.0516
O 1.2253 4.7835 -1.6956
C 0.3303 5.3495 -0.7436
O -0.2317 6.3845 -1.0306
O 0.3683 4.7905 0.5184
C -0.5437 5.2125 1.4804
H 2.2863 4.9395 -3.3176
H 1.2353 6.3185 -3.0246
H 0.5053 4.7095 -3.6606
H -1.1337 6.0215 0.9154
H -0.0237 5.8445 2.2994
H -1.1257 4.1895 1.4834
C -7.2927 1.3335 -4.6166
O -6.5007 2.3195 -4.0036
C -5.2837 1.9875 -3.5756
O -4.9487 0.8875 -3.4116
O -4.4077 3.0075 -3.3126
C -2.9567 2.7825 -3.2666
H -7.4257 0.2725 -4.3846
H -6.7407 1.1655 -5.5306
H -8.2727 1.7715 -4.9536
H -2.7307 2.4755 -2.2276
H -2.5327 3.7735 -3.5516
H -2.8447 1.8765 -3.8656
C -3.0097 -0.4115 0.6584
O -2.9567 -0.9865 1.9984
C -1.7797 -1.0065 2.5694
O -0.7427 -0.4585 2.1714
O -1.7267 -1.8045 3.6524
C -0.5437 -2.1645 4.2264
H -2.5307 -0.9455 0.0684
H -2.7087 0.5775 0.8914
H -4.0147 -0.3865 0.2944
H -0.2797 -1.2105 4.7474
H 0.3153 -2.5955 3.6174
H -0.4817 -3.0675 4.7874
C -1.1737 -3.5605 -1.1406
O -0.7047 -3.6165 0.2034
C -0.0677 -4.6365 0.7104
O -0.0937 -5.7965 0.1954
O 0.7543 -4.3825 1.6934
C 1.5973 -5.4405 2.1974
H -2.1257 -3.1795 -1.1356
H -1.3817 -4.2965 -1.6536
H -0.5247 -3.0445 -1.6856
H 2.3573 -5.1915 2.8954
H 2.3063 -5.8965 1.3224
H 1.1663 -6.2385 2.5044
```

SMILES	COC(=O)OC.COC(=O)OC.COC(=O)OC.COC(=O)OC.COC(=O)OC.COC(=O)OC.COC(=O)OC
E_HOMO	-10.16	eV
LUMO energy	0.4003	eV
energy above the lowest of the compared OMol25 structures with the same formula, charge and spin	308.56	kcal per mole
electronic energy	-2404.9660	Eh
HOMO-LUMO gap	10.56	eV